(1)
DFT (ωB97M-V with the def2-TZVPD basis set) results for a molecular structure, C22H10BrF5IrN2OS.

Last column: Löwdin charge in e.
Element x y z (Å)
Ir1 0.44 -1.18 0.35  1.2324
Br1 4.68 2.67 -4.39  0.7798
C1 3.71 1.42 -3.35  -0.6894
C2 3.71 0.07 -3.72  -0.0814
C3 3.02 -0.85 -2.98  0.0112
C4 2.29 -0.47 -1.83  -0.3319
O1 1.68 -1.43 -1.17  -0.2429
C5 2.29 0.90 -1.46  -0.1322
C6 1.62 1.43 -0.34  -0.0327
N1 0.83 0.79 0.47  -0.0618
C7 0.17 1.44 1.56  -0.1736
C8 0.14 2.78 1.80  0.0155
C9 -0.53 3.29 2.93  -0.0380
C10 -1.16 2.45 3.81  -0.0033
C11 -1.17 1.06 3.58  -0.1320
C12 -1.80 0.13 4.43  0.0306
C13 -1.76 -1.20 4.12  -0.0096
C14 -1.11 -1.62 2.95  -0.0875
N2 -0.51 -0.77 2.14  -0.0790
C15 -0.51 0.56 2.44  -0.1463
C16 3.03 1.83 -2.25  -0.0772
H1 4.26 -0.25 -4.59  0.1138
H2 3.01 -1.90 -3.25  0.1293
H3 1.79 2.49 -0.14  0.1294
H4 0.62 3.48 1.13  0.1146
H5 -0.54 4.36 3.10  0.1198
H6 -1.67 2.85 4.68  0.1267
H7 -2.31 0.48 5.31  0.1329
H8 -2.23 -1.94 4.75  0.1213
H9 -1.09 -2.66 2.67  0.0962
H10 3.04 2.87 -1.96  0.1141
F1 -3.95 -0.78 -1.61  0.1124
C17 -2.91 -0.86 -2.43  -0.1057
C18 -1.63 -0.64 -1.91  -0.1073
F2 -0.61 -0.42 -2.70  0.1824
C19 -1.36 -1.20 -0.53  -0.4577
F3 -2.39 -0.82 0.30  0.0341
C20 -1.45 -2.70 -0.84  -0.5142
S1 -0.29 -3.47 0.08  0.8550
C21 -2.23 -3.14 -1.92  -0.1956
F4 -2.34 -4.42 -2.19  0.1524
C22 -2.52 -2.18 -2.90  -0.1206
F5 -2.26 -2.43 -4.15  0.2161

The total charge is +1. The multiplicity is 1. The gap between HOMO and LUMO comes out at 6.246 eV. The largest force on an atom comes out at 0.71 eV/A.

---

(2)
DFT (ωB97M-V with the def2-TZVPD basis set) results for a molecular structure, C38H24F12N6O2V.

Last column: Löwdin charge in e.
Element x y z (Å)
V1 -1.28 -0.01 0.02  1.0617
C1 -4.06 -3.04 1.59  -0.1044
C2 -3.31 -3.90 2.42  -0.1146
C3 -2.01 -3.61 2.69  -0.0457
C4 -1.39 -2.44 2.16  -0.3432
N1 -2.13 -1.62 1.35  0.0445
C5 -3.40 -1.95 1.08  -0.1645
N2 -0.12 -2.22 2.52  0.1467
C6 0.42 -1.01 2.39  -0.3024
N3 -0.14 0.05 1.75  0.0307
C7 0.45 1.21 2.14  -0.2933
N4 -0.07 2.44 2.02  0.1407
C8 -1.40 2.58 1.87  -0.3496
C9 -1.94 3.87 2.16  -0.0446
C10 -3.28 4.07 2.18  -0.1141
C11 -4.15 3.00 1.90  -0.1119
C12 -3.57 1.80 1.56  -0.1579
N5 -2.25 1.58 1.52  0.0527
C13 1.62 0.87 2.91  -0.1188
C14 2.62 1.63 3.51  -0.0418
C15 3.60 0.98 4.24  -0.1295
C16 3.56 -0.42 4.41  -0.1295
C17 2.56 -1.18 3.86  -0.0468
C18 1.59 -0.53 3.09  -0.1299
H1 -5.08 -3.24 1.31  0.0822
H2 -3.77 -4.80 2.83  0.0891
H3 -1.40 -4.24 3.31  0.0961
H4 -3.90 -1.29 0.38  0.1079
H5 -1.23 4.65 2.39  0.0984
H6 -3.68 5.05 2.41  0.0895
H7 -5.23 3.11 1.89  0.0791
H8 -4.19 0.96 1.28  0.0958
H9 2.63 2.71 3.39  0.1010
H10 4.40 1.55 4.70  0.0773
H11 4.34 -0.90 5.00  0.0772
H12 2.52 -2.25 3.99  0.1015
C19 3.28 -4.65 0.51  -0.0668
C20 2.60 -3.39 0.04  -0.2743
C21 3.10 -2.14 0.34  -0.0429
C22 2.43 -0.99 -0.05  -0.0324
C23 1.22 -1.06 -0.75  -0.2301
N6 0.47 0.08 -1.06  -0.0143
C24 1.01 1.10 -1.77  -0.1954
C25 2.35 1.07 -2.24  -0.0230
C26 2.93 2.12 -2.93  -0.0696
C27 2.21 3.27 -3.23  -0.2990
C28 2.83 4.43 -3.94  -0.0813
C29 0.87 3.27 -2.87  -0.0101
C30 0.24 2.23 -2.19  -0.0501
C31 -1.28 2.27 -2.02  -0.3120
O1 -1.78 1.53 -1.00  -0.2020
C32 -1.98 1.80 -3.35  -0.5132
F1 -1.28 2.13 -4.46  0.1357
F2 -2.16 0.49 -3.37  0.1658
F3 -3.20 2.37 -3.51  0.1232
C33 -1.78 3.72 -1.72  -0.5282
F4 -1.01 4.32 -0.81  0.1556
F5 -3.03 3.72 -1.24  0.1473
F6 -1.81 4.54 -2.81  0.1023
C34 0.69 -2.33 -1.03  -0.0470
C35 1.39 -3.46 -0.65  0.0137
C36 -0.68 -2.39 -1.73  -0.3293
O2 -1.57 -1.49 -1.25  -0.2001
C37 -0.45 -2.21 -3.26  -0.5221
F7 -1.59 -2.32 -3.97  0.1412
F8 0.08 -1.03 -3.57  0.1715
F9 0.40 -3.14 -3.77  0.1203
C38 -1.38 -3.78 -1.53  -0.5266
F10 -0.80 -4.82 -2.19  0.1098
F11 -2.65 -3.75 -1.95  0.1453
F12 -1.41 -4.12 -0.24  0.1572
H13 4.31 -4.44 0.80  0.0641
H14 3.30 -5.41 -0.27  0.0688
H15 2.77 -5.07 1.38  0.0754
H16 4.01 -2.04 0.92  0.1070
H17 2.81 -0.02 0.24  0.1255
H18 2.95 0.19 -2.05  0.0938
H19 3.97 2.03 -3.24  0.0978
H20 3.88 4.23 -4.19  0.0598
H21 2.81 5.35 -3.34  0.0675
H22 2.32 4.66 -4.88  0.0670
H23 0.29 4.12 -3.18  0.1130
H24 0.99 -4.44 -0.87  0.1120

As for the expectation value of S²: 3.783. The total charge is -2. The multiplicity is 4. For the energy above the lowest of the compared OMol25 structures with the same formula, charge and spin, the calculation gives 0.00 kJ/mol. The gap between HOMO and LUMO (spin up / spin down) comes out at 4.670 / 6.303 eV. The largest force on an atom comes out at 0.40 eV/A.

---

(3)
DFT (ωB97M-V with the def2-TZVPD basis set) results for a molecular structure, C4H10ClP at a distorted geometry.

Last column: Löwdin charge in e.
Element x y z (Å)
C1 -1.69 -1.07 0.45  -0.8296
C2 1.05 -1.28 0.38  -0.2275
C3 -0.09 0.31 -1.80  -0.1970
C4 0.26 1.40 0.78  -0.2319
P1 -0.29 -0.16 0.02  0.5339
Cl1 -2.98 0.07 0.21  0.3977
H1 -1.14 -0.92 2.11  0.1376
H2 1.92 -1.29 -0.23  0.0479
H3 1.20 -1.08 1.45  0.0457
H4 0.70 -2.25 0.34  0.0216
H5 0.14 -0.63 -2.35  0.0562
H6 -0.98 0.89 -2.18  0.0602
H7 0.58 1.12 -1.96  0.0168
H8 -0.13 2.35 0.39  0.0511
H9 0.11 1.11 1.90  0.0770
H10 1.31 1.43 0.49  0.0402

The total charge is 0. The multiplicity is 1. For the energy above the lowest of the compared OMol25 structures with the same formula, charge and spin, the calculation gives 453.26 kJ/mol. The gap between HOMO and LUMO comes out at 8.406 eV. The largest force on an atom comes out at 3.49 eV/A.

---

(4)
DFT (ωB97M-V with the def2-TZVPD basis set) results for a molecular structure, C5H9NO2 at a distorted geometry.

Last column: Löwdin charge in e.
Element x y z (Å)
C1 1.20 -0.20 0.10  -0.0986
C2 0.27 0.64 2.10  -0.1923
C3 -0.32 -0.09 -0.22  -0.6427
C4 -0.59 1.15 -1.07  -0.0389
C5 -0.70 -1.40 -0.92  -0.0342
N1 1.45 0.46 1.40  0.0124
O1 -1.03 0.03 1.00  -0.0780
O2 1.00 -0.38 2.49  0.0647
H1 1.44 -1.34 0.20  0.1462
H2 1.87 0.24 -0.75  0.1473
H3 -0.04 1.58 2.72  0.1891
H4 -0.82 2.04 -0.52  0.0669
H5 -1.61 1.15 -1.55  0.0940
H6 0.25 1.30 -1.83  0.1012
H7 -0.26 -1.46 -1.86  0.0571
H8 -1.79 -1.47 -1.03  0.0881
H9 -0.32 -2.27 -0.25  0.1180

The total charge is 0. The multiplicity is 1. For the energy above the lowest of the compared OMol25 structures with the same formula, charge and spin, the calculation gives 509.27 kJ/mol. The gap between HOMO and LUMO comes out at 10.556 eV. The largest force on an atom comes out at 4.48 eV/A.

---

(5)
DFT (ωB97M-V with the def2-TZVPD basis set) results for 4 unconnected molecules or ions with the total composition C43H57BF4N3O4 at a distorted geometry.

Last column: Löwdin charge in e.
Element x y z (Å)
C1 -3.17 -4.44 -1.62  0.0349
C2 -2.25 -3.58 -2.11  -0.0649
C3 -1.71 -2.37 -1.36  -0.2387
C4 -0.74 -2.88 -0.24  -0.0912
C5 -1.42 -3.25 1.09  -0.1674
C6 -0.35 -3.79 2.06  -0.2169
C7 -0.22 -2.94 3.32  -0.2603
C8 0.97 -3.36 4.19  -0.0914
C9 -2.92 -1.54 -0.80  -0.1764
O1 -4.03 -1.55 -1.68  -0.0887
C10 -5.25 -2.00 -1.09  -0.2332
C11 -5.98 -0.90 -0.32  -0.0563
C12 -2.48 -0.09 -0.90  -0.0132
C13 -3.04 1.03 -0.13  -0.0592
C14 -2.17 2.30 -0.04  -0.1647
C15 -2.32 3.00 1.30  -0.2224
N1 -1.37 4.11 1.35  -0.0448
C16 -0.87 4.40 2.70  -0.1655
C17 0.30 3.51 3.10  -0.1566
C18 1.58 3.85 2.69  -0.0684
C19 2.69 3.09 3.01  -0.1081
C20 2.51 1.95 3.79  -0.0748
C21 1.25 1.58 4.22  -0.0117
C22 0.15 2.35 3.87  -0.2698
O2 -1.07 1.92 4.34  0.0465
N2 -1.56 -0.08 -1.79  0.0886
F1 -0.94 1.04 -2.22  0.1308
C23 -1.12 -1.34 -2.38  -0.2277
N3 -1.76 -1.42 -3.69  0.1296
B1 0.53 -1.25 -2.65  -0.5339
O3 0.94 -0.95 -3.92  0.1612
O4 1.47 -1.45 -1.68  0.0882
C24 1.61 -0.49 -0.62  -0.2258
C25 2.34 0.77 -1.05  -0.0358
H1 -4.08 -4.70 -2.16  0.0800
H2 -3.02 -4.95 -0.67  0.0524
H3 -1.82 -3.80 -3.09  0.1191
H4 0.03 -2.16 0.02  0.0895
H5 -0.29 -3.79 -0.63  0.1302
H6 -1.78 -2.32 1.53  0.1000
H7 -2.23 -3.96 0.94  0.0991
H8 -0.54 -4.83 2.33  0.1069
H9 0.63 -3.77 1.57  0.1076
H10 -0.09 -1.89 3.04  0.0970
H11 -1.15 -3.00 3.89  0.1109
H12 1.68 -3.93 3.58  0.0676
H13 0.63 -4.04 4.98  0.0733
H14 1.47 -2.50 4.62  0.0615
H15 -3.28 -1.82 0.18  0.1507
H16 -5.09 -2.89 -0.47  0.1183
H17 -5.89 -2.30 -1.92  0.1312
H18 -5.92 0.02 -0.90  0.0762
H19 -5.50 -0.74 0.65  0.0737
H20 -7.03 -1.14 -0.21  0.0867
H21 -3.21 0.64 0.88  0.1403
H22 -4.04 1.27 -0.51  0.1403
H23 -2.40 2.97 -0.86  0.1307
H24 -1.12 2.01 -0.13  0.1043
H25 -2.15 2.30 2.12  0.1060
H26 -3.32 3.44 1.39  0.1305
H27 -0.57 3.86 0.78  0.0958
H28 -1.69 4.35 3.42  0.1197
H29 -0.52 5.43 2.71  0.1180
H30 1.71 4.75 2.09  0.1232
H31 3.67 3.40 2.66  0.1074
H32 3.36 1.35 4.08  0.1078
H33 1.12 0.69 4.83  0.1163
H34 -1.72 2.61 4.22  0.0816
H35 -1.75 -0.54 -4.18  0.1028
H36 -1.38 -2.15 -4.26  0.0940
H37 0.94 0.02 -3.98  0.0856
H38 2.18 -0.98 0.17  0.1325
H39 0.63 -0.26 -0.18  0.1022
H40 2.26 1.48 -0.23  0.0804
H41 3.40 0.57 -1.19  0.0932
H42 1.90 1.25 -1.93  0.0730
F2 -1.83 -6.79 0.16  0.0405
C26 -0.66 -6.99 -0.50  -0.2889
C27 -0.70 -7.35 -1.83  -0.0207
C28 0.50 -7.54 -2.50  -0.0764
C29 1.71 -7.39 -1.83  -0.0884
C30 1.72 -7.04 -0.49  -0.0735
C31 0.53 -6.83 0.19  -0.0235
H43 -1.65 -7.47 -2.33  0.1185
H44 0.49 -7.82 -3.54  0.1074
H45 2.64 -7.55 -2.36  0.1046
H46 2.66 -6.92 0.03  0.1081
H47 0.51 -6.55 1.23  0.1058
F3 1.41 1.81 -4.85  0.0198
C32 2.09 1.72 -6.04  -0.2642
C33 2.30 0.48 -6.58  -0.0155
C34 2.99 0.39 -7.78  -0.0684
C35 3.45 1.54 -8.41  -0.0829
C36 3.23 2.78 -7.83  -0.0717
C37 2.54 2.88 -6.63  -0.0147
H48 1.93 -0.40 -6.07  0.1031
H49 3.16 -0.58 -8.24  0.1094
H50 3.99 1.47 -9.34  0.1064
H51 3.60 3.68 -8.31  0.1096
H52 2.34 3.84 -6.16  0.1194
F4 3.14 10.18 5.82  0.0636
C38 3.13 8.90 5.42  -0.2861
C39 4.30 8.33 4.96  -0.0126
C40 4.29 7.01 4.54  -0.0756
C41 3.11 6.28 4.58  -0.0947
C42 1.94 6.87 5.04  -0.0812
C43 1.94 8.19 5.46  -0.0139
H53 5.21 8.92 4.94  0.1196
H54 5.20 6.55 4.19  0.1053
H55 3.10 5.25 4.26  0.0656
H56 1.02 6.30 5.06  0.0985
H57 1.05 8.67 5.83  0.1183

The total charge is +1. The multiplicity is 1. The gap between HOMO and LUMO comes out at 7.183 eV. The largest force on an atom comes out at 1.81 eV/A.

---

Please write out number 1 again, unchanged.
DFT (ωB97M-V with the def2-TZVPD basis set) results for a molecular structure, C22H10BrF5IrN2OS.

Last column: Löwdin charge in e.
Element x y z (Å)
Ir1 0.44 -1.18 0.35  1.2324
Br1 4.68 2.67 -4.39  0.7798
C1 3.71 1.42 -3.35  -0.6894
C2 3.71 0.07 -3.72  -0.0814
C3 3.02 -0.85 -2.98  0.0112
C4 2.29 -0.47 -1.83  -0.3319
O1 1.68 -1.43 -1.17  -0.2429
C5 2.29 0.90 -1.46  -0.1322
C6 1.62 1.43 -0.34  -0.0327
N1 0.83 0.79 0.47  -0.0618
C7 0.17 1.44 1.56  -0.1736
C8 0.14 2.78 1.80  0.0155
C9 -0.53 3.29 2.93  -0.0380
C10 -1.16 2.45 3.81  -0.0033
C11 -1.17 1.06 3.58  -0.1320
C12 -1.80 0.13 4.43  0.0306
C13 -1.76 -1.20 4.12  -0.0096
C14 -1.11 -1.62 2.95  -0.0875
N2 -0.51 -0.77 2.14  -0.0790
C15 -0.51 0.56 2.44  -0.1463
C16 3.03 1.83 -2.25  -0.0772
H1 4.26 -0.25 -4.59  0.1138
H2 3.01 -1.90 -3.25  0.1293
H3 1.79 2.49 -0.14  0.1294
H4 0.62 3.48 1.13  0.1146
H5 -0.54 4.36 3.10  0.1198
H6 -1.67 2.85 4.68  0.1267
H7 -2.31 0.48 5.31  0.1329
H8 -2.23 -1.94 4.75  0.1213
H9 -1.09 -2.66 2.67  0.0962
H10 3.04 2.87 -1.96  0.1141
F1 -3.95 -0.78 -1.61  0.1124
C17 -2.91 -0.86 -2.43  -0.1057
C18 -1.63 -0.64 -1.91  -0.1073
F2 -0.61 -0.42 -2.70  0.1824
C19 -1.36 -1.20 -0.53  -0.4577
F3 -2.39 -0.82 0.30  0.0341
C20 -1.45 -2.70 -0.84  -0.5142
S1 -0.29 -3.47 0.08  0.8550
C21 -2.23 -3.14 -1.92  -0.1956
F4 -2.34 -4.42 -2.19  0.1524
C22 -2.52 -2.18 -2.90  -0.1206
F5 -2.26 -2.43 -4.15  0.2161

The total charge is +1. The multiplicity is 1. The gap between HOMO and LUMO comes out at 6.246 eV. The largest force on an atom comes out at 0.71 eV/A.

---

- What is the multiplicity in the second record?
  4

---

- Among the records above, which one has the highest largest force on an atom?
  C5H9NO2